Below is a 10-piece molecular cluster, C39H103N7O19 overall, with properties calculated with the ωB97M-V functional and the def2-TZVPD basis.

Properties
Electronic energy ... -91434.133 eV
SMILES ... COCCNCCOC.COCCNCCOC.COCCNCCOC.COCCNCCOC.COCCNCCOC.NC(N)=O.OCCO.OCCO.OCCO.OCCO
LUMO energy ... 0.002 Eh
HOMO level ... -0.30830 hartree
HOMO-LUMO gap ... 8.4 eV

Bonds (Å) are listed after each position.
Cartesian coordinates (Å):
1 O 0.170 -7.291 2.070  C33 1.448, C58 1.445
2 O -1.971 2.057 -4.613  C59 1.397, H107 0.960
3 O 1.849 -4.053 -1.316  C37 1.478, C53 1.435
4 O -2.940 -3.036 -4.230  C29 1.429, C50 1.442
5 O -6.099 4.024 -1.594  C44 1.456, H123 0.960
6 O -0.249 0.531 7.055  C35 1.428, C43 1.395
7 O 1.685 0.472 -0.380  C49 1.453, H165 0.960
8 O -0.800 5.368 0.336  C42 1.425, C45 1.370
9 O -4.627 -3.663 1.071  C38 1.451, C63 1.382
10 O -4.835 3.381 0.886  C32 1.381, H162 0.960
11 O 1.920 2.119 -7.203  C64 1.427, H115 0.960
12 O 4.748 -2.753 -3.312  C51 1.444, C56 1.437
13 O -1.483 9.109 2.948  C39 1.415, C57 1.451
14 O -1.624 0.813 1.220  C41 1.266
15 O 1.544 2.556 1.888  C52 1.402, C61 1.432
16 O 6.422 -7.625 0.655  C47 1.430, C48 1.458
17 O -2.613 5.805 -5.066  C46 1.419, H82 0.960
18 O 3.607 0.045 -5.487  C55 1.453, H66 0.960
19 O -0.942 1.673 -1.623  C62 1.484, H119 0.960
20 N -2.384 -0.319 3.044  C41 1.303, H126 1.010, H142 1.010
21 N 6.618 -5.477 -2.501  C31 1.466, C65 1.468, H147 1.010
22 N -1.798 6.323 2.927  C36 1.499, C54 1.468, H71 1.010
23 N 0.991 -4.694 1.356  C34 1.474, C60 1.465, H100 1.010
24 N -3.016 1.724 2.639  C41 1.267, H128 1.010, H158 1.010
25 N 1.937 0.393 4.880  C28 1.450, C40 1.481, H132 1.010
26 N -3.376 -2.148 -1.286  C27 1.484, C30 1.463, H160 1.010
27 C -3.475 -1.437 -2.585  N26 1.484, C29 1.509, H122 1.090, H161 1.090
28 C 1.395 1.024 3.692  N25 1.450, C61 1.515, H99 1.090, H106 1.090
29 C -2.447 -1.846 -3.611  O4 1.429, C27 1.509, H120 1.090, H144 1.090
30 C -4.378 -1.637 -0.350  N26 1.463, C38 1.565, H114 1.090, H153 1.090
31 C 5.558 -5.023 -3.407  N21 1.466, C56 1.547, H72 1.090, H113 1.090
32 C -4.684 2.712 -0.312  O10 1.381, C44 1.504, H86 1.090, H109 1.090
33 C -0.093 -8.488 1.300  O1 1.448, H78 1.090, H127 1.090, H139 1.090
34 C 1.300 -3.302 0.983  N23 1.474, C53 1.569, H94 1.090, H164 1.090
35 C -1.615 0.892 7.264  O6 1.428, H110 1.090, H145 1.090, H159 1.090
36 C -1.170 4.986 2.669  N22 1.499, C45 1.539, H140 1.090, H143 1.090
37 C 0.662 -3.438 -1.948  O3 1.478, H69 1.090, H112 1.090, H163 1.090
38 C -4.261 -2.259 1.082  O9 1.451, C30 1.565, H79 1.090, H95 1.090
39 C -1.634 10.516 2.979  O13 1.415, H76 1.090, H130 1.090, H166 1.090
40 C 1.997 1.404 5.960  N25 1.481, C43 1.609, H103 1.090, H151 1.090
41 C -2.327 0.727 2.270  O14 1.266, N20 1.303, N24 1.267
42 C -0.809 4.929 -1.019  O8 1.425, H85 1.090, H131 1.090, H155 1.090
43 C 0.513 1.586 6.555  O6 1.395, C40 1.609, H111 1.090, H141 1.090
44 C -4.770 3.430 -1.631  O5 1.456, C32 1.504, H68 1.090, H136 1.090
45 C -1.359 4.488 1.225  O8 1.370, C36 1.539, H84 1.090, H125 1.090
46 C -1.882 4.591 -4.994  O17 1.419, C59 1.599, H81 1.090, H97 1.090
47 C 5.519 -6.837 1.436  O16 1.430, H75 1.090, H92 1.090, H96 1.090
48 C 7.081 -6.789 -0.341  O16 1.458, C65 1.591, H67 1.090, H148 1.090
49 C 1.438 1.095 -1.669  O7 1.453, C62 1.487, H88 1.090, H146 1.090
50 C -1.989 -3.543 -5.188  O4 1.442, H90 1.090, H129 1.090, H152 1.090
51 C 4.491 -1.645 -2.422  O12 1.444, H80 1.090, H118 1.090, H138 1.090
52 C 2.295 3.270 0.943  O15 1.402, H102 1.090, H124 1.090, H137 1.090
53 C 2.353 -3.336 -0.180  O3 1.435, C34 1.569, H89 1.090, H121 1.090
54 C -1.113 6.941 4.069  N22 1.468, C57 1.536, H87 1.090, H117 1.090
55 C 3.455 1.481 -5.327  O18 1.453, C64 1.583, H134 1.090, H168 1.090
56 C 4.524 -4.065 -2.771  O12 1.437, C31 1.547, H70 1.090, H116 1.090
57 C -1.615 8.387 4.200  O13 1.451, C54 1.536, H133 1.090, H157 1.090
58 C -0.853 -6.289 1.877  O1 1.445, C60 1.550, H101 1.090, H156 1.090
59 C -2.702 3.241 -4.744  O2 1.397, C46 1.599, H108 1.090, H149 1.090
60 C -0.188 -4.924 2.194  N23 1.465, C58 1.550, H83 1.090, H150 1.090
61 C 2.326 1.927 2.910  O15 1.432, C28 1.515, H73 1.090, H167 1.090
62 C 0.082 0.751 -2.174  O19 1.484, C49 1.487, H74 1.090, H77 1.090
63 C -4.219 -4.380 2.180  O9 1.382, H93 1.090, H98 1.090, H104 1.090
64 C 2.035 2.010 -5.785  O11 1.427, C55 1.583, H91 1.090, H154 1.090
65 C 6.093 -6.457 -1.542  N21 1.468, C48 1.591, H105 1.090, H135 1.090
66 H 3.461 -0.247 -6.389  O18 0.960
67 H 8.018 -7.208 -0.708  C48 1.090
68 H -4.574 2.812 -2.507  C44 1.090
69 H 0.915 -2.377 -1.967  C37 1.090
70 H 4.553 -4.067 -1.681  C56 1.090
71 H -1.664 6.914 2.119  N22 1.010
72 H 5.051 -5.859 -3.890  C31 1.090
73 H 3.098 1.346 2.407  C61 1.090
74 H 0.059 0.927 -3.250  C62 1.090
75 H 4.973 -5.983 1.035  C47 1.090
76 H -1.031 10.899 3.802  C39 1.090
77 H -0.166 -0.287 -1.953  C62 1.090
78 H 0.574 -9.293 1.610  C33 1.090
79 H -4.844 -1.713 1.824  C38 1.090
80 H 4.864 -0.829 -3.040  C51 1.090
81 H -1.121 4.629 -4.215  C46 1.090
82 H -3.412 5.555 -5.535  O17 0.960
83 H 0.203 -4.945 3.211  C60 1.090
84 H -0.899 3.502 1.148  C45 1.090
85 H 0.038 4.262 -1.177  C42 1.090
86 H -3.704 2.237 -0.349  C32 1.090
87 H -1.351 6.238 4.867  C54 1.090
88 H 1.572 2.162 -1.497  C49 1.090
89 H 3.258 -3.823 0.184  C53 1.090
90 H -1.759 -2.820 -5.970  C50 1.090
91 H 1.851 3.061 -5.565  C64 1.090
92 H 6.161 -6.411 2.207  C47 1.090
93 H -4.814 -4.179 3.071  C63 1.090
94 H 1.701 -2.666 1.772  C34 1.090
95 H -3.221 -2.111 1.373  C38 1.090
96 H 4.847 -7.607 1.815  C47 1.090
97 H -1.289 4.398 -5.888  C46 1.090
98 H -3.162 -4.278 2.428  C63 1.090
99 H 1.174 0.259 2.947  C28 1.090
100 H 0.998 -5.112 0.436  N23 1.010
101 H -1.383 -6.251 0.925  C58 1.090
102 H 2.856 4.128 1.313  C52 1.090
103 H 2.416 2.344 5.599  C40 1.090
104 H -4.242 -5.461 2.046  C63 1.090
105 H 5.227 -6.073 -1.002  C65 1.090
106 H 0.385 1.425 3.776  C28 1.090
107 H -1.771 1.851 -3.696  O2 0.960
108 H -3.230 3.340 -3.795  C59 1.090
109 H -5.418 1.911 -0.219  C32 1.090
110 H -2.206 0.037 7.592  C35 1.090
111 H 0.005 2.063 5.717  C43 1.090
112 H 0.487 -3.647 -3.003  C37 1.090
113 H 6.016 -4.472 -4.228  C31 1.090
114 H -5.412 -1.741 -0.678  C30 1.090
115 H 1.909 1.219 -7.539  O11 0.960
116 H 3.530 -4.394 -3.075  C56 1.090
117 H -0.061 7.036 3.800  C54 1.090
118 H 5.071 -1.674 -1.499  C51 1.090
119 H -1.335 1.348 -0.810  O19 0.960
120 H -1.549 -2.046 -3.026  C29 1.090
121 H 2.644 -2.287 -0.213  C53 1.090
122 H -3.189 -0.412 -2.352  C27 1.090
123 H -6.100 4.860 -1.123  O5 0.960
124 H 3.093 2.641 0.550  C52 1.090
125 H -2.433 4.394 1.067  C45 1.090
126 H -2.946 -0.394 3.880  N20 1.010
127 H 0.117 -8.125 0.294  C33 1.090
128 H -3.729 1.671 3.352  N24 1.010
129 H -2.304 -4.534 -5.514  C50 1.090
130 H -2.679 10.817 3.062  C39 1.090
131 H -0.744 5.780 -1.696  C42 1.090
132 H 2.786 -0.118 4.682  N25 1.010
133 H -2.613 8.474 4.629  C57 1.090
134 H 3.666 1.668 -4.275  C55 1.090
135 H 5.730 -7.344 -2.061  C65 1.090
136 H -4.100 4.289 -1.623  C44 1.090
137 H 1.882 3.710 0.036  C52 1.090
138 H 3.429 -1.469 -2.251  C51 1.090
139 H -1.137 -8.803 1.298  C33 1.090
140 H -0.100 5.067 2.862  C36 1.090
141 H 0.546 2.369 7.313  C43 1.090
142 H -1.706 -1.054 2.899  N20 1.010
143 H -1.450 4.213 3.384  C36 1.090
144 H -2.361 -0.970 -4.254  C29 1.090
145 H -2.025 1.249 6.319  C35 1.090
146 H 2.302 0.778 -2.253  C49 1.090
147 H 7.373 -5.957 -2.969  N21 1.010
148 H 7.403 -5.893 0.190  C48 1.090
149 H -3.442 3.062 -5.524  C59 1.090
150 H -0.925 -4.136 2.041  C60 1.090
151 H 2.587 0.993 6.778  C40 1.090
152 H -1.055 -3.732 -4.658  C50 1.090
153 H -4.266 -0.556 -0.274  C30 1.090
154 H 1.195 1.452 -5.370  C64 1.090
155 H -1.647 4.268 -1.244  C42 1.090
156 H -1.625 -6.368 2.643  C58 1.090
157 H -1.021 8.858 4.983  C57 1.090
158 H -2.779 2.643 2.295  N24 1.010
159 H -1.751 1.708 7.973  C35 1.090
160 H -3.503 -3.127 -1.498  N26 1.010
161 H -4.489 -1.359 -2.978  C27 1.090
162 H -5.741 3.340 1.200  O10 0.960
163 H -0.186 -3.565 -1.275  C37 1.090
164 H 0.361 -2.817 0.717  C34 1.090
165 H 1.132 0.893 0.282  O7 0.960
166 H -1.214 10.921 2.058  C39 1.090
167 H 2.899 2.590 3.557  C61 1.090
168 H 4.189 1.961 -5.974  C55 1.090